ORCA calculation (ωB97M-V/def2-TZVPD) on a structure of composition C8H12O6Rb in a non-equilibrium geometry.

Results
Net charge: +1
HOMO energy (hartree): -0.4839
HOMO-LUMO gap (eV): 9.5
LUMO (eV): -3.7
Maximum force (hartree/bohr): 0.028
Energy relative to the best compared isomer or geometry (same formula, charge and spin) (eV): 0.912
E_tot (eV): -21426.3646

The geometry in XYZ format:
```
27
Properties=species:S:1:pos:R:3:forces:R:3
Rb 25.17111 22.06879 15.92172 0.019 0.474 -0.005
O 26.26008 14.19292 17.86257 -0.159 0.304 -0.293
O 24.75170 25.91278 13.69359 -0.152 -0.108 -0.768
O 24.73850 27.18373 15.49462 0.203 0.205 -0.120
O 25.54363 16.33897 17.98071 -0.314 -0.537 -0.297
O 25.73230 15.35058 16.00602 -0.269 -0.292 -0.649
O 25.00934 24.98453 15.71576 -0.122 -0.101 -0.493
C 24.84697 25.95817 15.00841 0.039 -0.445 1.172
C 24.55007 28.12227 14.41096 -0.396 0.159 -0.491
C 25.43147 29.34027 14.56213 -0.170 -0.624 0.282
C 25.17927 16.61894 15.71201 0.626 0.612 -0.572
C 25.57974 18.61372 17.32307 -0.620 0.096 -1.299
C 24.92894 17.25980 17.07635 -0.017 -0.092 0.697
C 24.79961 27.25169 13.16572 0.461 0.586 0.556
C 25.86915 15.17186 17.32130 0.316 0.280 1.088
H 25.65294 18.86382 18.37446 0.124 -0.142 0.104
H 23.85331 17.31325 17.27137 0.101 -0.103 0.243
H 26.48377 29.05676 14.56840 0.022 0.075 -0.080
H 24.92579 19.35326 16.83051 0.111 -0.010 0.165
H 24.31933 16.51255 15.05552 -0.269 -0.170 0.307
H 25.22010 30.01764 13.73677 0.091 0.153 0.084
H 25.18160 29.79657 15.51878 0.110 0.286 -0.125
H 25.80421 27.41271 12.77007 -0.095 -0.029 -0.119
H 25.91201 17.20091 15.13926 0.111 -0.144 0.086
H 26.53387 18.63137 16.79375 0.225 0.108 0.422
H 24.04913 27.43406 12.40417 -0.027 -0.419 -0.081
H 23.50178 28.43527 14.42599 0.051 -0.122 0.186
```
Forces are in eV/Å.

Atomic partial charges in e from the Löwdin method, atoms 1 to 5: atom 1 (Rb): 1.00, atom 2 (O): 0.19, atom 3 (O): 0.09, atom 4 (O): 0.12, atom 5 (O): 0.07

ORCA calculation (ωB97M-V/def2-TZVPD) on the molecule C2H3NOS in a non-equilibrium geometry.

Results
Net charge: 0
HOMO energy (hartree): -0.3566
HOMO-LUMO gap (eV): 10.1
LUMO (eV): 0.4
Maximum force (hartree/bohr): 0.084
Energy relative to the best compared isomer or geometry (same formula, charge and spin) (eV): 1.472
E_tot (eV): -16493.7260

The geometry in XYZ format:
```
8
Properties=species:S:1:pos:R:3:forces:R:3
S -1.32770 0.92143 0.15910 1.260 -0.947 -1.892
O 0.03276 -1.34458 -0.15672 1.557 -2.682 -2.976
N 2.19953 1.27926 -0.00955 0.018 -0.168 0.103
C 1.34044 0.58995 0.31828 -0.125 -0.366 0.166
C 0.16722 -0.26816 0.60580 -0.797 3.177 -0.985
H 0.69945 -1.38037 -0.90111 -1.183 0.160 1.178
H -1.03823 0.74396 -1.29492 -0.524 0.386 2.742
H 0.10424 -0.61670 1.59460 -0.206 0.440 1.664
```
Forces are in eV/Å.

Atomic partial charges in e from the Löwdin method, atoms 1 to 5: atom 1 (S): 0.66, atom 2 (O): -0.08, atom 3 (N): 0.16, atom 4 (C): -0.26, atom 5 (C): -0.69

ORCA calculation (ωB97M-V/def2-TZVPD) on a structure of composition C13H24Cl2N2OTm in a non-equilibrium geometry.

Results
<S²>: 2.03
Net charge: -1
HOMO energy (spin up / spin down) (hartree): 0.0170 / -0.0950
HOMO-LUMO gap (spin up / spin down) (eV): 2.2 / 5.2
LUMO (spin up / spin down) (eV): 2.6 / 2.6
Maximum force (hartree/bohr): 0.129
Energy relative to the best compared isomer or geometry (same formula, charge and spin) (eV): 0.000
2S+1: 3
E_tot (eV): -73475.2382

The geometry in XYZ format:
```
43
Properties=species:S:1:pos:R:3:forces:R:3
Tm 1.53367 0.51611 0.28884 0.989 -1.113 0.405
Cl 0.99540 -0.12740 2.57597 -0.231 -0.422 1.629
Cl 3.46935 0.99509 -1.08982 1.503 0.366 -0.939
O 0.07139 1.81904 -0.19769 -3.167 2.812 -0.940
N -2.13837 2.34879 -0.07308 -0.187 -0.284 0.125
N -0.59568 3.81905 -1.01638 0.260 0.386 -0.208
C -2.93731 4.21997 -1.37046 -0.372 0.224 -0.398
C -0.12802 -1.15782 -1.40529 0.155 0.572 0.276
C -1.59359 4.86600 -1.17326 0.149 0.060 0.223
C -1.37705 -1.98614 -1.50871 -0.384 -3.345 1.791
C 0.75886 -2.85919 0.19899 -0.213 -0.202 0.376
C -2.72397 -3.99665 -1.00718 -3.018 -1.780 -0.328
C 0.80729 4.17787 -1.17287 0.318 -0.129 -0.119
C -1.52559 -3.25834 -0.89237 3.098 5.624 -1.601
C -3.23838 3.28842 -0.23071 0.035 0.047 0.241
C 1.09381 -1.99936 -1.01367 0.246 -0.016 -0.079
C -0.89351 2.65838 -0.43507 1.405 -1.062 0.798
C -0.39298 -3.83889 -0.09775 0.547 -0.179 0.042
C -2.37850 1.14589 0.71924 0.127 -0.342 0.051
H 1.35687 -2.63872 -1.86599 -0.051 0.048 0.092
H -2.65528 -4.95349 -0.47471 -0.115 0.091 -0.138
H -3.59002 -3.45828 -0.58942 0.210 -0.153 -0.021
H -3.38350 1.21744 1.15283 0.296 0.030 -0.133
H 0.05780 -0.65115 -2.36584 -0.063 0.009 0.305
H -2.33481 0.24259 0.09003 -0.086 0.256 0.219
H -2.21636 -1.54878 -2.05955 0.208 -0.241 0.171
H -0.78015 -4.25359 0.84725 0.044 0.146 -0.188
H -1.30004 5.47142 -2.03369 -0.109 -0.013 -0.028
H 1.34643 3.41906 -1.75645 -0.159 0.239 0.177
H -0.32188 -0.33546 -0.64535 -0.176 -0.886 -0.935
H 1.64411 -3.41770 0.52782 -0.153 0.059 -0.050
H -3.37398 3.86239 0.70022 -0.005 -0.096 -0.107
H 2.03476 -1.40347 -0.85419 -0.653 -0.520 -0.235
H -1.61158 5.51520 -0.28101 0.027 -0.109 -0.178
H -4.14703 2.71219 -0.41215 -0.041 0.013 -0.081
H -2.94798 3.66886 -2.31738 -0.004 0.059 0.102
H -3.70815 4.99101 -1.42807 -0.083 0.038 0.005
H -1.63926 1.03579 1.52831 -0.225 0.103 -0.253
H -2.99958 -4.21506 -2.05171 0.122 -0.020 0.264
H 0.85358 5.13811 -1.69868 -0.021 -0.257 0.126
H 0.47109 -2.22019 1.05142 0.089 -0.157 -0.312
H 1.31118 4.27599 -0.19776 -0.157 0.015 -0.222
H 0.00948 -4.71013 -0.64779 -0.154 0.129 0.078
```
Forces are in eV/Å.

Atomic partial charges in e from the Löwdin method, atoms 1 to 5: atom 1 (Tm): 0.26, atom 2 (Cl): -0.18, atom 3 (Cl): -0.21, atom 4 (O): -0.23, atom 5 (N): -0.06

ORCA calculation (ωB97M-V/def2-TZVPD) on the molecule C24H28N2O5S in a non-equilibrium geometry.

Results
Net charge: 0
HOMO energy (hartree): -0.2878
HOMO-LUMO gap (eV): 8.4
LUMO (eV): 0.6
Maximum force (hartree/bohr): 0.028
Energy relative to the best compared isomer or geometry (same formula, charge and spin) (eV): 1.988
E_tot (eV): -49395.0647

The geometry in XYZ format:
```
60
Properties=species:S:1:pos:R:3:forces:R:3
S -2.25654 -3.43280 2.16740 0.205 0.913 1.119
O -2.36408 -3.65211 0.71397 -0.311 -0.335 -1.119
O 1.55499 -3.25262 2.51027 0.211 0.072 0.246
O 1.34600 3.56485 1.10394 -0.272 0.121 -0.446
O 0.69583 4.91869 -1.37007 -0.220 -0.364 -0.084
O -3.39427 0.09341 -0.46635 0.131 0.271 -0.281
N -2.31135 -0.03490 1.45554 0.261 0.844 -0.383
N 0.39224 -3.54075 0.58887 -0.042 -0.173 -0.430
C 3.59765 -0.48822 -1.44887 -0.023 0.040 0.014
C 3.23997 -1.82270 -1.45616 -0.069 -0.022 0.000
C -5.02427 -1.74566 -0.36262 0.156 0.090 -0.056
C 0.94339 -1.20646 -1.64887 0.045 -0.034 -0.014
C -0.54644 2.11535 0.69996 -0.142 -0.038 -0.093
C -3.27330 -1.00894 1.42836 -0.657 0.053 -0.917
C 2.63465 0.50770 -1.55550 0.013 -0.025 -0.031
C -3.93105 -0.93776 0.22928 0.074 -0.528 1.113
C -0.70458 -2.46465 2.43098 -0.337 -0.220 0.089
C 1.30198 0.12967 -1.64961 0.065 0.053 0.017
C 0.27606 3.16974 0.34394 0.113 0.090 0.023
C -2.41862 0.59681 0.31951 0.005 -0.694 1.021
C 1.53079 -3.65532 -1.57127 0.055 0.023 0.328
C 1.43884 -4.20788 -0.14474 0.202 -0.145 -0.083
C 1.69451 5.58710 -0.63115 0.390 0.337 0.171
C -3.41483 -1.99240 2.51086 0.402 -0.471 -0.236
C -1.60909 1.71005 -0.10844 0.180 0.519 -0.469
C 1.90817 -2.20092 -1.56681 -0.045 -0.082 -0.128
C 1.65060 2.83178 2.26652 0.081 -0.133 0.208
C 0.01268 3.86156 -0.85852 -0.173 -0.043 -0.103
C -1.04949 3.43763 -1.65736 0.281 0.132 0.133
C 3.02753 1.95396 -1.55877 0.013 -0.015 0.065
C -1.85362 2.37633 -1.30458 0.025 -0.186 0.277
C 0.53443 -3.13959 1.86082 -0.324 -0.060 0.042
H -1.21754 3.97775 -2.57568 -0.005 0.078 -0.095
H 2.29572 2.55134 -2.09779 -0.017 0.114 -0.029
H -0.10039 -1.47658 -1.72880 -0.132 -0.058 -0.029
H -0.38410 1.56616 1.61119 0.094 -0.025 0.130
H -4.69909 -2.77927 -0.47198 -0.017 -0.033 -0.058
H 3.08484 2.32846 -0.53628 0.008 0.130 0.053
H 0.53814 0.88919 -1.73313 -0.095 0.109 -0.025
H 4.64042 -0.21427 -1.36956 0.111 0.036 -0.011
H -0.83974 -1.48555 1.96544 0.025 -0.117 0.044
H 0.84494 2.89269 3.00423 0.013 -0.021 -0.026
H -0.58545 -2.35089 3.50670 0.040 -0.005 0.031
H 4.00493 -2.58296 -1.38462 0.095 -0.098 0.002
H -2.66521 2.06616 -1.94308 -0.081 -0.012 -0.077
H 1.97260 6.44382 -1.24503 -0.012 -0.048 0.062
H 4.00427 2.08819 -2.01926 0.050 0.067 -0.038
H -5.28170 -1.34558 -1.33916 -0.106 -0.029 -0.059
H -5.90575 -1.72687 0.27734 -0.081 0.013 -0.037
H 0.56506 -3.78969 -2.06335 0.019 -0.048 -0.093
H 2.57014 4.95610 -0.46973 -0.074 0.069 -0.008
H -3.13310 -1.58513 3.47708 -0.064 0.039 0.136
H 2.27903 -4.23313 -2.11685 -0.067 -0.040 -0.052
H -4.41650 -2.41544 2.54053 0.018 -0.121 0.095
H 2.37088 -4.03772 0.39942 -0.076 -0.095 -0.098
H 1.31728 5.93641 0.33181 0.034 -0.016 -0.067
H -0.53626 -3.53661 0.17891 0.016 0.095 0.187
H 1.85806 1.78188 2.03749 -0.017 0.021 0.005
H 1.24298 -5.28728 -0.18050 0.097 0.083 0.045
H 2.54679 3.29786 2.67412 -0.065 -0.079 0.018
```
Forces are in eV/Å.

Atomic partial charges in e from the Löwdin method, atoms 1 to 5: atom 1 (S): 0.97, atom 2 (O): -0.53, atom 3 (O): 0.06, atom 4 (O): -0.12, atom 5 (O): -0.07

ORCA calculation (ωB97M-V/def2-TZVPD) on a structure of composition C5H14BClF2NO5S2Si.

Results
Net charge: -1
HOMO energy (hartree): -0.2432
HOMO-LUMO gap (eV): 9.2
LUMO (eV): 2.5
Maximum force (hartree/bohr): 0.008
E_tot (eV): -65326.8002

The geometry in XYZ format:
```
32
Properties=species:S:1:pos:R:3:forces:R:3
Cl 1.43955 -2.15247 2.30843 -0.096 -0.146 0.058
S 3.67850 3.18033 -3.24101 -0.204 -0.327 -0.044
S 2.78695 0.68540 -2.52907 0.061 0.342 -0.259
Si -2.36793 -0.90625 0.99326 0.090 0.055 -0.065
F 1.43535 0.01663 -3.01331 -0.039 -0.066 0.016
F 3.62933 3.59525 -1.70266 -0.016 0.086 0.011
O 5.03098 2.76142 -3.42850 0.013 0.071 0.008
O 3.81338 -0.18149 -3.00695 -0.042 -0.065 0.036
O -1.42231 0.32551 0.44196 -0.027 0.052 0.012
O 3.18958 4.32444 -3.93620 0.060 0.038 -0.023
O 2.62070 0.82817 -1.11283 0.011 -0.097 0.008
N 2.60391 2.03540 -3.32921 0.163 0.015 0.222
C -1.91253 -2.53448 0.18862 -0.036 -0.063 0.028
C 0.84413 0.52463 1.41451 0.010 0.101 -0.073
C -2.27469 -1.06473 2.85464 -0.026 0.018 0.087
C -0.03386 0.33605 0.14109 -0.054 -0.136 -0.008
C -4.10806 -0.40327 0.53236 -0.141 -0.013 -0.002
B 1.88752 -0.62224 1.54146 0.035 0.201 -0.158
H -4.33649 -0.62910 -0.51241 0.065 0.019 0.033
H -2.54840 -0.11854 3.33103 0.040 -0.026 -0.018
H -1.28223 -1.35504 3.20791 -0.048 0.014 -0.054
H -4.23359 0.67379 0.66990 0.024 -0.038 0.034
H 2.99043 -0.57223 1.11570 0.010 -0.037 0.084
H 1.36718 1.47862 1.32894 -0.036 -0.008 0.036
H 0.14113 1.15945 -0.54629 0.017 -0.032 0.037
H 0.16478 0.57640 2.26950 0.053 -0.047 -0.014
H 0.22352 -0.57951 -0.40403 0.027 0.042 0.036
H -2.39480 -2.62780 -0.78707 0.043 -0.012 0.002
H -4.85396 -0.90938 1.15325 0.048 0.005 -0.032
H -2.25099 -3.36359 0.81692 -0.020 0.000 -0.055
H -0.83713 -2.66074 0.04612 -0.021 0.057 0.051
H -2.98996 -1.82065 3.19397 0.037 -0.002 0.007
```
Forces are in eV/Å.

Atomic partial charges in e from the Löwdin method, atoms 1 to 5: atom 1 (Cl): 0.63, atom 2 (S): 0.47, atom 3 (S): 0.49, atom 4 (Si): 0.38, atom 5 (F): -0.19

ORCA calculation (ωB97M-V/def2-TZVPD) on the molecule C7H8 in a non-equilibrium geometry.

Results
Net charge: 0
HOMO energy (spin up / spin down) (hartree): -0.2844 / -0.2845
HOMO-LUMO gap (spin up / spin down) (eV): 7.3 / 7.3
LUMO (spin up / spin down) (eV): -0.4 / -0.4
Maximum force (hartree/bohr): 0.073
Energy relative to the best compared isomer or geometry (same formula, charge and spin) (eV): 4.820
E_tot (eV): -7383.9270

The geometry in XYZ format:
```
15
Properties=species:S:1:pos:R:3:forces:R:3
C -0.38133 -0.36641 -1.16783 -2.961 -1.418 -1.870
C -0.29061 -1.90473 -1.30148 0.686 1.187 0.124
C 0.28675 -0.11681 0.14437 -0.528 0.659 0.511
C 0.77286 -1.37814 0.68997 0.627 1.293 0.779
C -0.12276 2.36578 1.11202 -1.232 -1.351 0.440
C 0.52221 -2.32149 -0.32511 0.903 -2.697 0.369
C 0.30911 0.94886 0.99313 1.551 -0.719 0.434
H -0.65126 2.33424 2.08905 0.087 0.611 -0.568
H -1.50676 -0.15401 -1.24691 1.420 0.301 0.531
H 0.96785 -3.33324 -0.17845 -0.833 0.606 -0.481
H 0.66858 3.05872 1.17380 1.374 0.517 0.437
H 0.87067 0.68164 1.90756 -0.374 -0.133 -0.471
H -0.70163 -2.54273 -2.08576 -0.064 0.475 0.054
H -0.00895 -0.02756 -2.14720 0.368 0.582 0.536
H -0.73472 2.75588 0.34285 -1.022 0.088 -0.827
```
Forces are in eV/Å.

Atomic partial charges in e from the Löwdin method, atoms 1 to 5: atom 1 (C): -0.15, atom 2 (C): -0.04, atom 3 (C): -0.30, atom 4 (C): 0.03, atom 5 (C): -0.07